Entry 1:
DFT (wB97M-V/def2-TZVPD) results for a 5-piece molecular cluster, C4H14O4 overall at a distorted geometry.

Structure (XYZ):
```
22
Properties=species:S:1:pos:R:3:forces:R:3:lowdin_charge:R:1
C -1.7239 1.6767 -0.3757 1.2 2.6 -0.7 -0.048
C -1.0665 -1.0776 1.8823 -0.3 -2.2 1.1 0.257
C 0.1403 -1.8020 1.8350 4.8 -1.1 -0.8 -0.211
O 0.7683 -1.9179 0.4064 -2.3 1.3 1.1 -0.043
C -0.8755 2.3941 -1.1805 0.1 -2.9 1.3 -0.003
O -0.4226 -0.8220 -2.1833 0.9 0.3 1.1 -0.119
H -1.3177 0.8994 0.2748 -0.2 -0.5 -0.6 0.003
H -2.6827 2.1316 -0.1334 0.1 -0.3 0.3 0.040
H -1.9947 -1.5789 2.0414 -0.8 -0.3 -1.0 0.103
H -1.0114 -0.1697 2.3464 0.0 2.9 0.3 0.072
H 0.2577 -2.8565 2.1383 -1.3 0.4 0.0 0.140
H 0.9734 -1.2689 2.3893 -1.1 -0.2 -0.4 0.140
H 0.1356 -1.3197 -0.0658 1.0 -0.6 -0.9 0.048
H -1.0161 3.4361 -1.3855 -0.5 0.2 -0.6 0.046
H 0.0379 1.8609 -1.5362 -0.5 1.0 0.5 0.040
H -0.1061 -1.4633 -2.8156 -0.1 -0.4 -0.4 0.025
H 2.6580 -0.0065 -1.9200 0.4 -0.3 -0.2 -0.035
H 0.4625 -0.4222 -1.8830 -0.6 0.3 -0.6 -0.012
O 1.9044 0.5286 -1.6834 -0.4 -0.2 0.2 -0.286
H 2.0168 0.7649 -0.0404 0.1 -0.1 -1.6 -0.035
H 1.3063 0.0909 1.1009 -0.2 -1.9 0.4 -0.070
O 1.5560 0.9220 0.7882 -0.2 2.3 1.5 -0.051
```
Forces are in eV/Å.

Values from the calculation:
Frontier orbital gap (Eh): 0.12583
Multiplicity: 1
E (eV): -12555.8832
HOMO level (Ha): -0.3115



Entry 2:
DFT (wB97M-V/def2-TZVPD) results for a 2-piece molecular cluster, C4H15N2 overall.

Structure (XYZ):
```
21
Properties=species:S:1:pos:R:3:forces:R:3:lowdin_charge:R:1
C -0.3953 -2.2504 -2.0572 0.3 0.1 0.2 -0.072
C 0.1529 -0.8550 -1.8356 0.1 0.0 0.3 -0.198
N 0.9455 -0.7584 -0.5474 -0.3 0.4 0.0 0.141
H -1.0503 -2.2226 -2.9162 -0.1 -0.1 -0.2 0.088
H 0.3937 -2.9813 -2.2364 0.0 0.0 0.0 0.089
H -0.9795 -2.5808 -1.1991 -0.1 0.0 0.0 0.085
H 0.8180 -0.5333 -2.6305 0.0 0.0 -0.1 0.125
H -0.6580 -0.1326 -1.7556 0.0 0.0 0.0 0.116
H 0.5302 0.0442 0.0843 -0.3 -0.1 0.0 0.099
H 1.9297 -0.5908 -0.7189 0.2 -0.1 0.0 0.155
H 0.8360 -1.5976 0.0125 0.2 -0.3 0.0 0.147
C -0.5581 0.5194 2.3692 0.1 0.0 -0.1 -0.097
N -0.4299 1.0341 0.9992 0.2 0.0 -0.2 -0.219
C 0.2086 2.3615 0.9694 -0.1 -0.2 -0.2 -0.096
H 0.4293 0.4814 2.8203 0.1 0.0 0.1 0.087
H -1.1870 1.1514 2.9891 -0.1 0.1 0.1 0.089
H -0.9767 -0.4818 2.3570 -0.1 -0.1 0.0 0.082
H -1.3551 1.1089 0.5852 0.0 0.0 0.1 0.121
H -0.3214 3.0912 1.5782 0.0 0.1 0.1 0.090
H 0.2463 2.7222 -0.0564 0.0 0.1 0.0 0.085
H 1.2298 2.2624 1.3239 0.1 0.1 0.2 0.086
```
Forces are in eV/Å.

Values from the calculation:
Frontier orbital gap (Eh): 0.40244
Multiplicity: 1
Net charge: +1
E (eV): -7365.3115
HOMO level (Ha): -0.5126



Entry 3:
DFT (wB97M-V/def2-TZVPD) results for a 2-piece molecular cluster, C4H15N2O overall at a distorted geometry.

Structure (XYZ):
```
22
Properties=species:S:1:pos:R:3:forces:R:3:lowdin_charge:R:1
C 0.0829 -2.0312 -0.8373 -0.1 -0.2 -0.8 -0.253
N 0.7892 -1.9351 -2.1356 -0.2 0.4 0.9 -0.012
C -0.6090 -0.7233 -0.4929 -0.6 0.1 1.0 -0.256
N 0.0708 0.4421 -1.0412 0.6 0.4 0.5 -0.072
C 1.1820 1.0165 -0.2248 -0.2 0.9 -0.3 -0.265
C 0.6949 1.6159 1.0791 0.1 -0.8 0.0 -0.123
H -0.6967 -2.7812 -0.9440 -0.2 -0.2 0.2 0.099
H 0.7267 -2.3792 -0.0345 0.3 0.2 0.0 0.109
H 0.2646 -2.4108 -2.8514 0.3 -0.2 -0.2 0.065
H 1.7449 -2.2432 -2.0587 0.0 -0.3 -0.3 0.066
H -1.6618 -0.6951 -0.8091 0.2 0.1 -0.6 0.069
H -0.7114 -0.5959 0.5871 0.2 -0.1 0.0 0.106
H 0.4850 0.1743 -1.9381 -0.2 -0.2 -0.4 0.087
H -0.6213 1.2709 -1.2226 -0.3 -0.1 -0.2 0.023
H 1.5824 1.8351 -0.8452 0.0 -0.3 0.0 0.094
H 1.9532 0.2746 -0.0797 0.2 -0.2 0.0 0.113
H -0.1439 2.2818 0.9226 -0.2 0.1 -0.1 0.045
H 0.3973 0.8151 1.7592 0.0 0.3 0.2 0.059
H 1.5101 2.1800 1.5165 0.2 0.1 0.2 0.074
H -2.4991 1.3172 3.9885 0.0 0.0 0.0 0.029
H -2.5734 1.3677 2.4658 0.0 0.0 -0.1 0.023
O -1.9674 1.2037 3.1964 0.0 0.0 0.0 -0.082
```
Forces are in eV/Å.

Values from the calculation:
Frontier orbital gap (spin up / spin down) (Eh): 0.13608 / 0.39813
Multiplicity: 2
E (eV): -9415.5149
⟨S²⟩: 0.75
HOMO level (spin up / spin down) (Ha): -0.1050 / -0.3748



Entry 4:
DFT (wB97M-V/def2-TZVPD) results for a 2-piece molecular cluster, C4H15N2O overall at a distorted geometry.

Structure (XYZ):
```
22
Properties=species:S:1:pos:R:3:forces:R:3:lowdin_charge:R:1
C -1.1244 -0.4575 1.9931 -1.3 2.5 2.4 -0.084
C -0.2263 0.0767 0.8193 -2.7 -2.5 -1.3 -0.328
C -1.0435 1.0295 -0.1402 0.5 3.9 2.6 -0.169
C -0.3308 1.4297 -1.4536 1.4 2.8 1.0 -0.284
N -0.4547 0.2436 -2.2463 4.1 0.4 -2.4 -0.022
N 0.0732 -1.1857 -0.0618 0.9 -1.5 1.3 0.081
H -2.0062 -1.1888 1.8162 1.9 0.8 -0.3 0.107
H -0.5616 -0.6966 3.0007 -0.9 0.1 -2.3 0.115
H -1.7452 0.4988 2.2917 1.1 -1.7 -0.3 0.103
H 0.7342 0.4165 1.1865 -0.3 0.5 -0.2 0.113
H -1.1582 2.0110 0.5156 0.2 -1.8 -1.3 0.154
H -2.1257 0.7899 -0.3280 1.1 -0.5 0.2 0.135
H -0.6549 2.3993 -1.9481 -1.1 -1.3 0.5 0.126
H 0.7542 1.9113 -1.3515 -1.5 -2.3 0.4 0.159
H -1.3779 0.1175 -2.4459 -3.3 -0.3 -0.9 0.057
H 0.0259 0.4197 -3.1779 -0.7 -0.8 1.4 0.151
H -0.5012 -1.9859 0.3974 1.5 1.6 -1.3 0.159
H -0.3281 -0.9375 -1.1209 2.0 -0.3 1.6 0.139
H 1.2024 -1.3989 0.1263 -3.7 0.7 -1.2 0.169
H 3.1904 -1.5002 0.8987 0.5 -2.0 -0.7 0.071
H 3.1358 -0.2684 1.4084 1.1 2.9 1.6 0.050
O 2.5546 -0.8079 0.9469 -0.8 -1.2 -0.8 -0.002
```
Forces are in eV/Å.

Values from the calculation:
Frontier orbital gap (Eh): 0.40654
Multiplicity: 1
Net charge: +1
E (eV): -9410.9132
HOMO level (Ha): -0.5089



Entry 5:
DFT (wB97M-V/def2-TZVPD) results for a 2-piece molecular cluster, C4H15N2O overall at a distorted geometry.

Structure (XYZ):
```
22
Properties=species:S:1:pos:R:3:forces:R:3:lowdin_charge:R:1
C -0.4017 -0.1519 -2.3319 1.0 -1.4 0.8 -0.010
C -0.0824 -0.6627 -0.8719 2.0 2.7 -0.5 -0.267
C -1.1007 -0.4468 0.1887 -3.6 2.0 -1.6 -0.213
C -1.0322 -1.3211 1.3845 -0.5 -2.3 0.8 -0.274
N 0.3317 -1.4244 1.8571 1.1 1.7 1.4 -0.015
N 1.1676 0.2187 -0.4164 -0.2 -0.3 0.8 0.184
H -0.0033 -0.9024 -3.0370 -0.7 0.3 0.1 0.096
H -1.4400 0.0433 -2.4242 -1.1 -0.4 -0.3 0.067
H 0.0435 0.7873 -2.6326 0.5 0.3 0.5 0.078
H 0.3397 -1.6585 -0.7804 -0.2 -0.2 -0.5 0.145
H -2.0754 -0.5925 -0.3449 0.5 -0.6 0.5 0.135
H -1.3562 0.6589 0.3903 1.3 -1.2 0.1 0.157
H -1.6646 -0.9629 2.2077 -0.1 0.0 -0.5 0.125
H -1.3754 -2.3777 1.1713 0.1 1.2 -0.1 0.146
H 0.3506 -0.8961 2.7397 0.5 -0.3 -0.5 0.100
H 0.6941 -2.3236 2.1086 -0.3 -0.6 -0.2 0.083
H 1.0067 1.2509 -0.3249 0.2 -0.8 -0.5 0.128
H 1.3947 -0.0906 0.5400 -0.3 -0.3 0.2 0.119
H 1.9998 -0.0090 -0.9519 0.0 0.4 -0.4 0.158
H 1.5653 3.9476 1.0192 0.2 -0.4 -0.3 0.062
H 0.3562 3.6132 0.1588 1.3 -0.4 0.1 0.075
O 1.2820 3.3003 0.3502 -1.6 0.6 0.0 -0.080
```
Forces are in eV/Å.

Values from the calculation:
Frontier orbital gap (Eh): 0.40535
Multiplicity: 1
Net charge: +1
E (eV): -9412.5949
HOMO level (Ha): -0.5069



Entry 6:
DFT (wB97M-V/def2-TZVPD) results for a 2-piece molecular cluster, C4H15N2O overall at a distorted geometry.

Structure (XYZ):
```
22
Properties=species:S:1:pos:R:3:forces:R:3:lowdin_charge:R:1
C 2.2305 -0.0466 0.3208 -0.8 -2.3 0.5 -0.071
N 2.2930 -0.9201 -0.8685 2.6 2.1 0.9 0.346
C 0.7831 0.0517 0.9709 -0.8 -0.7 -1.0 -0.038
N -0.3811 -0.3519 0.0450 2.2 2.2 -0.7 0.034
C -0.8202 0.9306 -0.6261 -1.5 -0.6 -2.5 -0.160
C -1.5545 0.6122 -1.9773 0.6 0.0 1.3 -0.014
H 2.7015 -0.6578 1.0864 0.5 0.2 0.1 0.139
H 2.8262 0.8584 0.1919 -0.6 0.4 -0.5 0.168
H 2.9700 -1.6771 -0.7076 -0.7 -0.8 -0.5 0.183
H 2.4835 -0.4166 -1.7458 -0.7 -0.4 -0.4 0.181
H 0.7345 -0.6894 1.7592 0.2 0.6 0.6 0.140
H 0.6335 1.1030 1.1848 -0.1 -0.2 0.8 0.136
H -0.0099 -0.9888 -0.6534 -0.6 -0.4 -0.1 0.145
H -1.1993 -0.7010 0.5640 0.0 -0.1 0.6 0.130
H 0.0076 1.5926 -0.8589 0.3 -0.1 0.6 0.130
H -1.6062 1.3519 -0.0337 0.3 0.6 0.9 0.119
H -1.2970 -0.4059 -2.2411 0.0 -0.1 -0.8 0.077
H -2.6082 0.6481 -1.7940 -0.7 -0.1 -0.1 0.085
H -1.3248 1.3549 -2.7331 0.2 -0.2 -0.2 0.097
H -1.8314 0.6571 2.3951 -0.4 -0.2 0.4 0.088
H -2.4754 -0.7912 2.5013 -0.1 0.4 0.3 0.100
O -2.1711 -0.0988 1.8996 0.2 -0.3 -0.3 -0.014
```
Forces are in eV/Å.

Values from the calculation:
Frontier orbital gap (spin up / spin down) (Eh): 0.44610 / 0.22066
Multiplicity: 2
Net charge: +2
E (eV): -9398.5191
⟨S²⟩: 0.75
HOMO level (spin up / spin down) (Ha): -0.7233 / -0.7230



Entry 7:
DFT (wB97M-V/def2-TZVPD) results for a 2-piece molecular cluster, C4H15N2O overall at a distorted geometry.

Structure (XYZ):
```
22
Properties=species:S:1:pos:R:3:forces:R:3:lowdin_charge:R:1
C 0.9603 -0.4004 -1.8376 0.4 1.1 0.6 -0.012
C 0.2751 0.1133 -0.5592 0.2 -0.2 -0.9 -0.327
C -1.2388 -0.0209 -0.7756 -0.2 -0.6 0.5 -0.094
C -2.2121 0.4731 0.3522 0.9 0.0 0.4 -0.123
N -2.3889 -0.4198 1.4488 -1.0 0.1 -0.3 0.299
N 0.7894 -0.7281 0.5986 -0.2 -0.3 -1.1 0.228
H 0.7227 -1.4439 -2.0287 0.0 0.0 -0.3 0.107
H 2.0354 -0.2375 -1.7433 0.1 -0.5 0.1 0.090
H 0.7112 0.2943 -2.6391 -0.4 -0.5 -0.3 0.114
H 0.6149 1.1339 -0.4064 -0.2 0.1 0.4 0.151
H -1.5115 0.5218 -1.6735 0.1 0.2 -0.1 0.143
H -1.4679 -1.0670 -0.9990 -0.1 0.0 0.0 0.137
H -3.2310 0.4891 -0.0904 0.1 0.2 -0.2 0.193
H -1.9055 1.4454 0.7399 -0.3 0.0 -0.1 0.153
H -2.8740 -1.3063 1.2700 0.4 -0.1 0.1 0.177
H -2.5446 -0.0599 2.3926 0.3 0.0 0.1 0.175
H 1.7532 -0.4261 0.8820 -0.3 0.4 0.1 0.143
H 0.8433 -1.7040 0.2906 0.2 0.0 0.0 0.179
H 0.0999 -0.7217 1.3258 0.2 0.2 1.1 0.133
H 3.4355 0.8759 -0.2485 0.1 0.0 0.2 0.076
H 3.5761 1.4705 1.1443 -0.1 -0.1 0.2 0.092
O 2.9823 0.9296 0.6056 0.1 -0.1 -0.3 -0.033
```
Forces are in eV/Å.

Values from the calculation:
Frontier orbital gap (spin up / spin down) (Eh): 0.44821 / 0.24992
Multiplicity: 2
Net charge: +2
E (eV): -9400.5228
⟨S²⟩: 0.75
HOMO level (spin up / spin down) (Ha): -0.7079 / -0.7079



Entry 8:
DFT (wB97M-V/def2-TZVPD) results for a 3-piece molecular cluster, C4H15N2O2 overall at a distorted geometry.

Structure (XYZ):
```
23
Properties=species:S:1:pos:R:3:forces:R:3:lowdin_charge:R:1
C 0.2878 0.6326 -0.0555 3.4 1.1 0.3 -0.226
C -0.1365 0.1139 1.2899 -0.1 -1.2 0.2 -0.176
C -0.5420 -1.3838 1.2530 -0.6 0.9 0.1 -0.231
C -2.7502 -2.2124 1.3322 -0.4 -0.3 -0.3 -0.022
N -1.9387 -1.3667 0.8697 -0.6 -0.8 -0.6 -0.056
N -0.8253 0.9091 -1.0122 -0.4 1.2 1.2 0.173
H 1.1329 0.0845 -0.5462 -1.3 -0.2 0.1 0.110
H 0.9185 1.5274 0.1753 -1.3 0.1 -0.7 0.135
H 0.6583 0.1578 2.0548 -0.1 0.7 -0.7 0.126
H -0.9767 0.7750 1.6013 0.4 -0.7 0.3 0.127
H -0.0488 -1.9552 0.4510 0.3 0.4 0.2 0.127
H -0.2783 -1.8772 2.1940 -0.4 -0.1 0.1 0.117
H -2.5568 -2.9349 2.1068 0.7 -0.2 0.5 0.078
H -3.7465 -2.3661 0.9190 0.0 0.7 -0.1 0.077
H -0.5867 1.7026 -1.6749 0.3 -1.4 0.2 0.132
H -1.0864 0.0350 -1.4537 -0.4 0.1 -0.3 0.157
H -1.6223 1.2405 -0.4500 0.0 -0.5 -0.3 0.163
H 4.2032 0.5492 -0.5765 0.1 -0.1 0.2 0.055
H 3.3116 -0.2574 0.4097 0.4 0.0 0.0 0.049
O 3.2953 0.3782 -0.3106 -0.3 0.1 -0.2 -0.051
H 1.1483 2.8402 -3.0485 -0.1 0.2 0.1 0.086
H 1.3137 1.3366 -2.9639 -0.1 0.0 0.1 0.085
O 0.8256 2.0710 -2.5646 0.6 0.2 -0.7 -0.034
```
Forces are in eV/Å.

Values from the calculation:
Frontier orbital gap (Eh): 0.37902
Multiplicity: 1
Net charge: +1
E (eV): -11459.3892
HOMO level (Ha): -0.4846



Entry 9:
DFT (wB97M-V/def2-TZVPD) results for a 2-piece molecular cluster, C4H15N2O2 overall at a distorted geometry.

Structure (XYZ):
```
23
Properties=species:S:1:pos:R:3:forces:R:3:lowdin_charge:R:1
N -1.7363 1.0192 -2.2267 -1.8 -4.4 -1.5 0.199
C -2.4362 0.1798 -1.1021 -4.3 -1.2 -1.1 -0.166
C -1.4575 -0.1697 -0.1189 4.2 -1.1 4.5 -0.276
N -0.7913 1.0845 0.3035 1.3 -0.6 1.2 -0.119
C 0.5378 0.8077 1.0182 0.1 0.5 -2.5 -0.130
C 1.5395 0.2893 -0.1480 0.9 5.0 3.1 -0.227
O 1.4181 1.1594 -1.2542 -0.2 -0.4 -1.3 -0.091
H -1.1713 0.3146 -2.8268 -0.6 1.7 1.4 0.209
H -1.1662 1.6129 -1.6662 1.4 1.4 0.5 0.098
H -2.4366 1.3941 -2.8911 0.6 0.4 0.8 0.174
H -3.2530 0.8224 -0.5726 1.4 -0.8 -1.4 0.163
H -2.9994 -0.8204 -1.4611 1.3 2.6 0.1 0.180
H -1.7553 -0.8063 0.8749 -0.2 1.3 -2.7 0.190
H -0.5133 -0.7267 -0.4572 -2.0 0.2 -0.3 0.123
H -1.3277 1.6961 0.8994 -0.5 -0.2 0.2 0.107
H 0.7979 1.8070 1.4986 0.2 -1.6 -0.6 0.137
H 0.6126 -0.0507 1.6946 -0.9 0.4 0.6 0.108
H 1.3328 -0.6991 -0.3799 -0.2 -1.7 -0.9 0.075
H 2.5483 0.3845 0.3288 -0.6 -0.5 -0.6 0.135
H 1.8791 2.0161 -1.2202 0.0 -0.9 0.6 0.113
H 2.9256 -3.4919 3.9770 -1.3 -0.5 -2.7 0.108
H 2.0761 -4.4921 3.2277 -2.0 -4.0 0.6 -0.046
O 2.4622 -3.7006 3.0718 3.3 4.6 2.1 -0.062
```
Forces are in eV/Å.

Values from the calculation:
Frontier orbital gap (Eh): 0.36633
Multiplicity: 1
Net charge: +1
E (eV): -11457.8477
HOMO level (Ha): -0.4835



Entry 10:
DFT (wB97M-V/def2-TZVPD) results for a 2-piece molecular cluster, C4H15N2O2 overall at a distorted geometry.

Structure (XYZ):
```
23
Properties=species:S:1:pos:R:3:forces:R:3:lowdin_charge:R:1
C 2.7687 -0.4029 0.2800 0.4 -0.6 0.6 -0.242
O 3.6053 -1.5685 0.3814 -0.5 1.0 -0.5 -0.034
C 1.6894 -0.7447 -0.7309 0.0 -0.2 -0.8 -0.132
N 0.8324 0.4650 -1.0825 1.1 -0.4 -0.4 0.150
H 3.3589 0.4665 -0.0178 0.2 -0.1 -0.3 0.126
H 2.3620 -0.1305 1.2553 -0.2 -0.1 0.0 0.118
H 3.5290 -1.9518 1.2545 0.0 -0.1 0.3 0.095
H 2.1805 -1.0800 -1.6648 -0.3 0.0 0.6 0.144
H 1.0306 -1.5396 -0.3293 0.3 0.5 -0.4 0.137
H 1.4513 1.2777 -1.2829 -0.7 -0.6 -0.1 0.176
H 0.3001 0.6526 -0.1886 -0.6 0.5 0.5 0.054
H 0.1907 0.2613 -1.8696 0.6 0.3 0.5 0.164
C -2.6207 0.6253 -0.3428 -0.7 0.7 0.2 -0.272
O -3.8606 -0.0925 -0.4625 0.6 0.8 -0.5 -0.053
C -1.7958 -0.0827 0.7078 -0.1 -0.3 0.2 -0.218
N -0.5975 0.7060 1.1884 -1.0 -1.1 0.4 -0.002
H -2.1119 0.7322 -1.2961 0.2 -0.3 -0.4 0.098
H -2.7687 1.6678 -0.0157 -0.3 -0.2 0.1 0.125
H -4.4190 0.3318 -1.1487 0.5 -0.4 0.6 0.114
H -2.5304 -0.3493 1.4856 0.6 0.2 0.1 0.133
H -1.4207 -1.0228 0.2978 0.0 -0.1 0.1 0.111
H -0.2527 0.1924 2.0146 0.0 0.4 -0.6 0.110
H -0.9208 1.5870 1.5666 0.0 0.3 0.0 0.097
```
Forces are in eV/Å.

Values from the calculation:
Frontier orbital gap (Eh): 0.39978
Multiplicity: 1
Net charge: +1
E (eV): -11459.5735
HOMO level (Ha): -0.5150



Entry 11:
DFT (wB97M-V/def2-TZVPD) results for a 2-piece molecular cluster, C4H15N2OS overall at a distorted geometry.

Structure (XYZ):
```
23
Properties=species:S:1:pos:R:3:forces:R:3:lowdin_charge:R:1
N 1.3487 -1.1168 -0.5333 -1.0 0.0 1.1 0.080
C 0.8508 0.2857 -0.0148 0.3 -1.3 0.9 -0.334
C -0.6929 0.4289 -0.2144 0.2 -1.1 1.8 -0.238
C -1.4305 0.6958 1.1306 1.8 1.0 0.6 -0.579
S -3.1935 1.1447 0.9883 1.5 2.6 1.6 0.717
C 1.6465 1.3088 -0.8076 -0.4 0.5 -0.1 -0.298
N 3.0864 0.9560 -0.7273 0.1 2.3 0.8 -0.022
H 0.7913 -2.0123 -0.2862 -0.4 1.4 -1.0 0.091
H 2.1965 -1.6404 -0.1475 0.8 1.4 0.2 0.042
H 1.4937 -0.9296 -1.5308 -0.1 -1.0 -0.3 0.079
H 1.1756 0.3495 1.0518 -0.6 -0.2 -0.7 0.126
H -1.1506 -0.4675 -0.6098 0.2 -0.3 -0.5 0.089
H -0.8793 1.2353 -0.8725 -0.3 0.9 -0.8 0.085
H -0.8697 1.6319 1.4976 -1.2 -1.3 0.1 0.093
H -1.2693 -0.1392 1.8782 -0.2 1.0 -0.9 0.079
H -3.5421 0.1243 0.3671 -0.9 -2.7 -1.6 -0.220
H 1.2413 1.2107 -1.8236 0.6 0.1 -0.2 0.107
H 1.3737 2.3852 -0.5345 0.4 -1.4 0.1 0.138
H 3.5035 1.2882 -1.6041 0.2 -0.2 0.5 0.066
H 3.5070 1.5638 0.0588 -0.7 -1.4 -1.7 0.109
H 1.8333 -4.0874 -0.4168 3.0 -1.3 0.7 -0.031
H 0.3694 -4.2416 -0.1547 -2.2 -2.1 1.6 -0.019
O 1.0040 -3.7221 -0.5531 -1.0 3.1 -2.2 -0.158
```
Forces are in eV/Å.

Values from the calculation:
Frontier orbital gap (spin up / spin down) (Eh): 0.12978 / 0.36688
Multiplicity: 2
E (eV): -20249.8134
⟨S²⟩: 0.75
HOMO level (spin up / spin down) (Ha): -0.1075 / -0.3490



no.,molecular weight (g/mol)
1,126.15
2,91.18
3,107.18
4,107.18
5,107.18
6,107.18
7,107.18
8,123.18
9,123.18
10,123.18
11,139.24